Entry 1:
C23H48BFO27PS6 | the ωB97M-V functional and the def2-TZVPD basis

Last column: Löwdin charge in e.
Geometry (Å):
C: -4.423 1.573 -2.817  -0.079
C: -5.187 1.687 -1.403  -0.164
B: -4.307 0.993 -0.244  -0.468
O: -4.310 -0.449 -0.216  -0.017
P: -3.247 1.982 1.058  1.114
C: -2.648 3.650 0.435  -0.267
C: -1.167 3.657 -0.160  -0.169
F: -1.261 3.871 -1.589  -0.094
C: -1.829 0.872 1.685  -0.287
C: -1.234 -0.027 0.501  -0.248
C: 0.344 -0.299 0.594  -0.164
C: 0.565 -1.890 0.576  -0.145
C: 0.693 -2.497 -0.905  -0.177
O: 1.834 -1.992 -1.640  -0.048
C: 1.458 -1.204 -2.750  -0.426
C: 0.581 -1.690 -3.979  0.017
O: 1.885 -0.042 -2.788  0.055
H: -3.924 0.556 -2.952  0.091
H: -3.622 2.370 -2.941  0.080
H: -5.177 1.731 -3.658  0.084
H: -6.166 1.087 -1.471  0.124
H: -5.381 2.783 -1.175  0.095
H: -3.591 -0.742 -0.815  0.111
H: -4.156 2.258 2.150  0.065
H: -2.636 4.359 1.341  0.108
H: -3.380 4.138 -0.302  0.118
H: -0.592 4.551 0.273  0.139
H: -0.575 2.721 0.079  0.106
H: -2.306 0.180 2.464  0.114
H: -1.033 1.492 2.233  0.107
H: -1.839 -0.997 0.493  0.109
H: -1.410 0.478 -0.518  0.111
H: 0.844 0.198 1.490  0.120
H: 0.889 0.111 -0.331  0.109
H: -0.321 -2.442 1.060  0.124
H: 1.502 -2.126 1.200  0.106
H: -0.296 -2.444 -1.479  0.123
H: 0.883 -3.621 -0.750  0.139
H: 0.557 -0.854 -4.762  0.092
H: -0.472 -1.899 -3.597  0.084
H: 0.980 -2.613 -4.506  0.102
C: 6.000 -4.430 0.965  -0.135
C: 4.638 -4.577 0.306  -0.174
O: 3.708 -4.608 1.386  -0.202
S: 4.272 -3.685 2.598  0.655
O: 3.647 -2.397 2.508  -0.244
O: 4.274 -4.462 3.793  -0.208
O: 5.796 -3.543 2.069  -0.315
H: 6.353 -5.388 1.358  0.140
H: 6.746 -4.021 0.283  0.144
H: 4.561 -5.483 -0.295  0.136
H: 4.406 -3.707 -0.317  0.128
C: -4.384 3.600 -6.983  -0.203
C: -5.424 3.231 -8.027  -0.152
O: -5.241 1.831 -8.253  -0.180
S: -4.747 1.135 -6.878  0.631
O: -5.884 0.565 -6.230  -0.230
O: -3.559 0.395 -7.149  -0.220
O: -4.342 2.488 -6.085  -0.226
H: -3.401 3.714 -7.432  0.088
H: -4.644 4.512 -6.448  0.139
H: -5.300 3.791 -8.954  0.140
H: -6.439 3.381 -7.646  0.133
C: 0.642 3.664 -4.562  -0.159
C: 0.368 2.215 -4.923  -0.167
O: -0.986 2.201 -5.384  -0.187
S: -1.314 3.611 -6.110  0.655
O: -1.162 3.437 -7.517  -0.200
O: -2.494 4.159 -5.517  -0.240
O: -0.034 4.434 -5.559  -0.175
H: 0.214 3.917 -3.588  0.112
H: 1.707 3.894 -4.560  0.141
H: 0.494 1.544 -4.073  0.107
H: 1.009 1.884 -5.745  0.140
C: 8.174 -2.137 6.280  -0.168
C: 7.693 -0.823 5.689  -0.198
O: 8.156 -0.835 4.336  -0.186
S: 8.170 -2.366 3.795  0.707
O: 6.956 -2.602 3.047  -0.245
O: 9.465 -2.645 3.266  -0.217
O: 8.027 -3.099 5.231  -0.177
H: 9.233 -2.085 6.548  0.138
H: 7.594 -2.433 7.152  0.123
H: 8.086 0.041 6.223  0.128
H: 6.601 -0.773 5.672  0.119
C: -7.639 -4.369 0.690  -0.166
C: -8.101 -3.202 1.545  -0.167
O: -7.233 -2.121 1.194  -0.191
S: -6.812 -2.265 -0.363  0.656
O: -7.662 -1.420 -1.138  -0.212
O: -5.391 -2.212 -0.450  -0.238
O: -7.293 -3.797 -0.573  -0.180
H: -6.743 -4.836 1.109  0.134
H: -8.416 -5.124 0.566  0.140
H: -8.038 -3.417 2.611  0.138
H: -9.124 -2.909 1.293  0.136
C: 5.752 2.698 8.417  -0.166
C: 4.691 2.318 7.399  -0.170
O: 4.897 0.925 7.155  -0.194
S: 5.445 0.226 8.511  0.655
O: 4.342 -0.374 9.183  -0.204
O: 6.640 -0.487 8.197  -0.227
O: 5.843 1.580 9.302  -0.179
H: 6.727 2.835 7.940  0.134
H: 5.490 3.601 8.969  0.139
H: 4.778 2.888 6.475  0.137
H: 3.686 2.443 7.811  0.134

Computed properties:
largest force on an atom = 8.04 eV/A
molecular weight = 1009.8 g mol⁻¹
HOMO level = -11.66 eV
HOMO-LUMO gap = 7.8 eV
LUMO = -3.81 eV
2S+1 = 1
net charge = +1


Entry 2:
C23H48Br9Cl4OP | the ωB97M-V functional and the def2-TZVPD basis

Last column: Löwdin charge in e.
Geometry (Å):
C: 1.895 -10.824 -1.780  -0.109
C: 0.442 -11.280 -1.759  -0.252
C: 0.094 -12.130 -2.990  -0.235
C: -1.394 -12.513 -3.017  -0.242
P: -2.002 -12.957 -4.670  1.036
C: -2.262 -11.468 -5.683  -0.258
C: -1.046 -10.920 -6.458  -0.252
C: -1.349 -9.591 -7.102  -0.273
C: -0.238 -8.884 -7.877  -0.107
C: -0.813 -14.021 -5.518  -0.267
C: -0.564 -15.347 -4.779  -0.245
C: 0.866 -15.842 -5.000  -0.277
C: 1.091 -17.344 -4.955  -0.099
C: -3.640 -13.778 -4.571  -0.254
C: -3.809 -14.886 -3.526  -0.252
C: -5.201 -14.914 -2.882  -0.270
C: -5.324 -16.035 -1.839  -0.101
H: 1.998 -10.208 -0.879  0.074
H: 2.173 -10.110 -2.555  0.076
H: 2.582 -11.666 -1.698  0.073
H: -0.142 -10.357 -1.776  0.093
H: 0.215 -11.888 -0.883  0.118
H: 0.713 -13.031 -3.040  0.107
H: 0.362 -11.554 -3.881  0.094
H: -2.047 -11.771 -2.557  0.065
H: -1.543 -13.441 -2.455  0.084
H: -2.699 -10.682 -5.065  0.049
H: -2.969 -11.853 -6.424  0.094
H: -0.665 -11.708 -7.115  0.101
H: -0.211 -10.701 -5.780  0.099
H: -1.683 -8.912 -6.312  0.089
H: -2.251 -9.570 -7.725  0.116
H: -0.672 -8.039 -8.410  0.070
H: 0.242 -9.519 -8.627  0.068
H: 0.588 -8.532 -7.256  0.070
H: 0.103 -13.437 -5.625  0.092
H: -1.267 -14.169 -6.501  0.108
H: -1.312 -16.062 -5.135  0.110
H: -0.789 -15.239 -3.715  0.098
H: 1.477 -15.250 -4.305  0.107
H: 1.267 -15.436 -5.937  0.107
H: 0.393 -17.794 -5.661  0.075
H: 0.879 -17.731 -3.957  0.075
H: 2.117 -17.610 -5.199  0.072
H: -3.864 -14.015 -5.612  0.096
H: -4.323 -12.982 -4.241  0.059
H: -3.125 -14.791 -2.679  0.093
H: -3.595 -15.851 -3.994  0.109
H: -5.928 -15.097 -3.677  0.105
H: -5.457 -13.954 -2.436  0.089
H: -5.399 -16.999 -2.347  0.073
H: -6.335 -15.955 -1.427  0.070
H: -4.596 -15.996 -1.034  0.073
C: -3.997 -10.379 -1.433  -0.107
C: -4.433 -11.060 -2.750  -0.475
O: -3.993 -10.394 -3.895  -0.353
H: -2.921 -10.489 -1.308  0.049
H: -4.599 -10.795 -0.621  0.050
H: -4.293 -9.337 -1.546  0.006
H: -5.534 -11.084 -2.769  0.063
H: -4.051 -12.098 -2.695  0.052
C: -4.364 -8.318 1.881  -1.069
Cl: -4.311 -7.068 3.141  0.514
Cl: -3.834 -9.927 2.399  0.510
H: -5.371 -8.403 1.494  -0.053
H: -3.691 -8.032 1.079  -0.026
C: -2.391 -7.975 -2.671  -1.047
Cl: -1.733 -7.567 -1.094  0.540
Cl: -1.907 -6.829 -3.955  0.509
H: -2.062 -8.966 -2.950  0.001
H: -3.467 -7.903 -2.599  -0.074
C: -7.516 -11.122 -5.024  -1.578
Br: -6.610 -11.932 -6.531  0.573
Br: -8.227 -12.448 -3.766  0.543
Br: -8.991 -10.032 -5.640  0.528
H: -6.825 -10.467 -4.502  -0.060
C: -7.598 -10.863 1.475  -1.558
Br: -7.892 -10.123 -0.318  0.521
Br: -8.884 -12.302 1.837  0.548
Br: -7.641 -9.417 2.759  0.602
H: -6.631 -11.343 1.541  -0.045
C: -6.115 -7.306 -3.191  -1.496
Br: -5.767 -5.770 -4.354  0.563
Br: -8.041 -7.791 -3.148  0.508
Br: -5.609 -6.788 -1.392  0.601
H: -5.561 -8.165 -3.568  -0.035

Computed properties:
largest force on an atom = 1.61 eV/A
molecular weight = 1232.6 g mol⁻¹
HOMO level = -7.34 eV
HOMO-LUMO gap = 7.3 eV
LUMO = 0.00 eV
2S+1 = 1


Entry 3:
C23H48I2N13O10S | the ωB97M-V functional and the def2-TZVPD basis

Last column: Löwdin charge in e.
Geometry (Å):
C: -1.057 2.302 -6.338  -0.120
O: -2.086 3.115 -5.755  -0.215
C: -1.848 3.355 -4.355  -0.203
C: -2.775 2.527 -3.362  -0.143
C: -3.926 1.703 -4.052  -0.161
C: -4.455 0.463 -3.222  -0.142
C: -3.357 -0.408 -2.548  -0.074
C: -3.377 -0.498 -1.072  0.042
C: -2.364 -1.301 -0.373  -0.454
S: -2.433 -1.341 1.440  0.796
C: -1.370 -2.005 -1.205  -0.120
C: -0.271 -2.832 -0.437  -0.200
C: 1.037 -1.907 -0.435  -0.721
C: 1.214 -1.063 0.885  -0.163
I: 2.786 -3.184 -0.645  0.871
N: -1.376 -1.917 -2.593  0.028
C: -0.361 -2.626 -3.387  -0.100
C: 0.701 -1.565 -3.930  -0.837
O: 0.671 -0.436 -3.541  -0.006
I: 2.176 -2.103 -5.406  0.878
C: -2.323 -1.149 -3.291  -0.044
C: -2.349 -0.977 -4.837  0.010
C: -3.692 -1.507 -5.500  -0.458
O: -3.936 -1.074 -6.598  0.125
O: -4.546 -2.370 -4.845  0.086
H: -0.172 2.938 -6.645  0.103
H: -0.676 1.505 -5.638  0.069
H: -1.440 1.760 -7.251  0.101
H: -1.880 4.452 -4.163  0.105
H: -0.778 3.038 -4.151  0.117
H: -3.283 3.283 -2.698  0.096
H: -2.102 1.938 -2.684  0.107
H: -4.805 2.407 -4.153  0.127
H: -3.706 1.349 -5.091  0.094
H: -5.089 -0.187 -3.877  0.078
H: -5.144 0.860 -2.424  0.125
H: -4.136 0.047 -0.461  0.126
H: -3.233 -2.427 1.764  -0.081
H: -0.581 -3.098 0.601  0.098
H: -0.055 -3.811 -0.956  0.079
H: 0.962 -1.185 -1.285  0.059
H: 1.900 -1.545 1.643  0.045
H: 0.260 -0.821 1.419  0.036
H: 1.702 -0.070 0.650  0.094
H: 0.128 -3.486 -2.871  0.122
H: -0.838 -3.058 -4.316  0.138
H: -1.524 -1.493 -5.391  0.123
H: -2.204 0.123 -5.036  0.113
H: -5.445 -2.026 -5.049  0.136
C: -7.720 1.246 -4.765  -0.670
O: -7.124 0.332 -4.206  -0.001
N: -8.496 2.132 -4.089  0.161
N: -7.655 1.449 -6.106  0.166
H: -8.992 2.887 -4.526  0.101
H: -8.568 2.013 -3.094  0.108
H: -7.089 0.811 -6.640  0.108
H: -8.135 2.190 -6.583  0.102
C: 3.021 -1.447 4.771  -0.673
O: 3.325 -1.862 3.655  -0.019
N: 3.360 -0.217 5.215  0.193
N: 2.321 -2.191 5.662  0.159
H: 3.122 0.132 6.125  0.100
H: 3.883 0.371 4.589  0.118
H: 2.050 -3.116 5.376  0.119
H: 2.067 -1.871 6.581  0.100
C: 4.724 -3.048 8.252  -0.688
O: 3.649 -2.616 8.665  -0.016
N: 5.070 -3.003 6.944  0.183
N: 5.652 -3.604 9.074  0.154
H: 5.941 -3.345 6.580  0.103
H: 4.403 -2.596 6.312  0.059
H: 5.428 -3.654 10.052  0.105
H: 6.535 -3.962 8.758  0.098
C: 6.655 -3.282 2.795  -0.694
O: 7.071 -2.666 3.766  0.012
N: 5.378 -3.168 2.348  0.150
N: 7.442 -4.137 2.079  0.141
H: 5.018 -3.665 1.555  0.031
H: 4.762 -2.539 2.856  0.044
H: 8.394 -4.246 2.382  0.101
H: 7.124 -4.652 1.281  0.087
C: -1.788 6.124 -1.698  -0.657
O: -2.151 5.025 -2.097  -0.001
N: -2.661 7.072 -1.267  0.158
N: -0.479 6.489 -1.652  0.161
H: -2.384 7.977 -0.936  0.099
H: -3.638 6.837 -1.286  0.108
H: 0.196 5.813 -1.964  0.108
H: -0.160 7.383 -1.329  0.099
C: 5.367 1.695 8.278  -0.695
O: 5.670 1.297 7.165  0.014
N: 5.710 2.932 8.733  0.147
N: 4.660 0.935 9.161  0.157
H: 5.471 3.278 9.644  0.093
H: 6.232 3.521 8.109  0.104
H: 4.389 0.011 8.861  0.083
H: 4.401 1.242 10.080  0.095

Computed properties:
largest force on an atom = 3.19 eV/A
molecular weight = 952.6 g mol⁻¹
HOMO level = -10.68 eV
HOMO-LUMO gap = 6.9 eV
LUMO = -3.77 eV
2S+1 = 1
net charge = +1